44
Properties=species:S:1:pos:R:3:lowdin_charge:R:1 method="wB97M-V/def2-TZVPD" smiles="C=CCc1cc(Cl)ccc1OCCC[NH2+][C@H](C)CC" total_charge=+1 e_homo_ev=-11.5
C -1.6500 1.7850 -4.4636 0.0273
C -1.5605 1.4303 -3.1976 -0.1685
C -0.3667 0.7354 -2.5990 -0.1488
C 0.2704 1.6474 -1.5847 -0.1742
C 1.3054 2.4872 -1.9618 -0.0385
C 1.8596 3.3828 -1.0588 -0.6605
Cl 3.1507 4.4105 -1.5542 0.7102
C 1.3765 3.4525 0.2374 -0.0844
C 0.3452 2.6167 0.6306 -0.0084
C -0.2092 1.7230 -0.2714 -0.2160
O -1.2223 0.8200 0.0535 -0.1142
C -1.9890 1.0119 1.2344 -0.1575
C -1.4004 0.2611 2.4359 -0.1244
C -1.3747 -1.2450 2.1895 -0.1091
N -0.5113 -1.5528 1.0186 0.0724
C 0.9557 -1.6777 1.2883 -0.3249
C 1.7006 -1.4427 -0.0184 -0.0090
C 1.2629 -3.0374 1.9238 -0.1933
C 0.8218 -4.2411 1.0961 -0.0769
H -2.5187 2.2872 -4.8516 0.0598
H -0.8622 1.5812 -5.1697 0.0640
H -2.3593 1.6484 -2.5019 0.1045
H 0.3510 0.4986 -3.3839 0.1219
H -0.6969 -0.1942 -2.1282 0.1059
H 1.6766 2.4487 -2.9732 0.1237
H 1.7997 4.1525 0.9385 0.1133
H -0.0179 2.6917 1.6433 0.1109
H -2.0968 2.0759 1.4558 0.1354
H -2.9809 0.6132 0.9981 0.1416
H -2.0173 0.4657 3.3099 0.1358
H -0.3932 0.6231 2.6464 0.1122
H -1.0070 -1.7762 3.0684 0.1314
H -2.3866 -1.5950 1.9747 0.1427
H -0.6759 -0.7503 0.3513 0.1348
H -0.8019 -2.4286 0.5723 0.1639
H 1.2273 -0.8892 1.9957 0.1534
H 1.3810 -2.1368 -0.7911 0.0899
H 2.7661 -1.5818 0.1368 0.1031
H 1.5490 -0.4266 -0.3768 0.0746
H 0.8024 -3.0956 2.9119 0.1094
H 2.3407 -3.0890 2.0761 0.1266
H 1.1617 -5.1495 1.5847 0.0888
H 1.2570 -4.2243 0.1013 0.0779
H -0.2624 -4.3162 1.0125 0.0732

---

57
Properties=species:S:1:pos:R:3:lowdin_charge:R:1 method="wB97M-V/def2-TZVPD" smiles="Cc1ccc(CC(=O)NCC(C)(C)NC(=O)[C@H]2CCN3CC[C@H]2C3)c(Cl)c1" total_charge=0 e_homo_ev=-8.4
C 2.4821 -4.0793 -0.4311 -0.0402
C 2.7284 -2.5987 -0.5248 -0.2793
C 2.7799 -1.9481 -1.7526 -0.0396
C 2.9704 -0.5787 -1.8252 -0.0223
C 3.1265 0.1995 -0.6816 -0.2501
C 3.2728 1.6936 -0.7987 -0.0743
C 1.8912 2.3458 -0.7863 -0.4828
O 1.1508 2.2602 -1.7473 0.0741
N 1.5707 3.0026 0.3573 0.0826
C 0.2864 3.6434 0.5642 -0.1097
C -0.7032 2.7732 1.3595 -0.5191
C -0.1158 2.4043 2.7218 -0.0330
C -2.0034 3.5423 1.5727 -0.0313
N -0.8917 1.5134 0.6390 0.1457
C -1.6974 1.3185 -0.4379 -0.4439
O -2.4619 2.1673 -0.8629 0.0680
C -1.6349 -0.0499 -1.1093 -0.1780
C -0.5496 -1.0251 -0.6356 -0.1249
C -0.9412 -1.7956 0.6342 -0.1770
N -2.3212 -2.2920 0.6223 -0.1397
C -2.5950 -3.0807 -0.5910 -0.1649
C -3.0409 -2.0809 -1.6965 -0.1175
C -3.0190 -0.7173 -0.9871 -0.2414
C -3.2290 -1.1470 0.4687 -0.1330
C 3.0818 -0.4688 0.5378 -0.5790
Cl 3.2865 0.4142 2.0350 0.7116
C 2.8875 -1.8369 0.6268 -0.0779
H 2.6611 -4.5679 -1.3879 0.0783
H 3.1278 -4.5413 0.3159 0.0826
H 1.4486 -4.2832 -0.1413 0.0733
H 2.6632 -2.5199 -2.6653 0.1156
H 2.9876 -0.0856 -2.7889 0.1240
H 3.9112 2.0887 -0.0094 0.0958
H 3.7193 1.9360 -1.7616 0.1276
H 2.2398 2.9876 1.1076 0.1124
H 0.4400 4.5929 1.0818 0.1322
H -0.1405 3.8468 -0.4179 0.1324
H 0.1422 3.3058 3.2802 0.0900
H -0.8458 1.8393 3.3030 0.0912
H 0.7841 1.7934 2.6205 0.0402
H -1.8170 4.3566 2.2761 0.0866
H -2.3944 3.9447 0.6434 0.0775
H -2.7607 2.8859 2.0028 0.0936
H -0.2242 0.7910 0.8492 0.1076
H -1.4583 0.1886 -2.1614 0.1569
H -0.3830 -1.7469 -1.4395 0.1126
H 0.4134 -0.5234 -0.5110 0.0924
H -0.2676 -2.6454 0.7694 0.1044
H -0.8376 -1.1722 1.5272 0.1132
H -1.7129 -3.6604 -0.8669 0.1095
H -3.3965 -3.7875 -0.3710 0.1091
H -2.3867 -2.1001 -2.5697 0.1083
H -4.0496 -2.3135 -2.0400 0.1071
H -3.7812 -0.0324 -1.3544 0.1409
H -4.2570 -1.4803 0.6336 0.1251
H -2.9987 -0.3715 1.2012 0.1215
H 2.8625 -2.3051 1.6028 0.1151

---

13
Properties=species:S:1:pos:R:3:lowdin_charge:R:1 method="wB97M-V/def2-TZVPD" smiles="[NH2+]=C(C[N+]#CBr)N[O-]" total_charge=+1 e_homo_ev="-12.2 / -12.2"
N -1.7949 0.0572 0.8456 0.1669
C -0.7048 0.2234 0.0675 -0.2860
C -0.1134 -0.9633 -0.6401 -0.0590
N 1.2473 -1.1503 -0.2572 0.1304
C 2.2499 -0.5461 -0.1057 -0.5825
Br 3.8952 -0.1028 0.2261 1.0986
N -0.0493 1.3583 0.0294 -0.0697
O 1.0442 1.5545 -0.6119 -0.1370
H -2.3980 -0.7360 0.7024 0.1197
H -2.2047 0.8522 1.3111 0.1241
H -0.6443 -1.8884 -0.4007 0.1428
H -0.1164 -0.8184 -1.7282 0.1634
H -0.4107 2.1598 0.5617 0.1883

---

8
Properties=species:S:1:pos:R:3:lowdin_charge:R:1 method="wB97M-V/def2-TZVPD" total_charge=+2 spin_multiplicity=7 e_homo_ev="-20.1 / -17.9"
C -0.8517 0.4202 -0.0310 0.1316
C -0.3993 -0.9231 -0.1216 -0.2555
O 0.9305 -1.1745 -0.0627 -0.3435
O 0.1938 1.2761 0.1316 -0.0823
H -1.0155 -1.4836 -0.8509 0.1903
H -0.1112 2.1883 0.2150 0.1659
Tb 2.5202 0.3439 -0.1845 1.9030
H -1.2669 -0.6471 0.9042 0.2905

---

15
Properties=species:S:1:pos:R:3:lowdin_charge:R:1 method="wB97M-V/def2-TZVPD" smiles="CN(C)C(=O)N=[N+]=N" total_charge=+1 e_homo_ev=-14.6
C 1.8752 1.1796 0.0030 0.0166
N 0.7930 0.2141 -0.0879 -0.1285
C 1.1588 -1.1839 -0.0867 -0.0108
C -0.4354 0.6662 -0.0547 -0.3902
O -0.9182 1.7429 0.0207 0.1845
N -1.5698 -0.4732 -0.1584 0.2842
N -2.6948 -0.4711 0.0274 -0.0666
N -3.8410 -0.3715 0.0901 0.3151
H 2.6387 0.9210 -0.7308 0.1091
H 1.5012 2.1817 -0.2025 0.1071
H 2.3174 1.1545 1.0001 0.1141
H 1.8982 -1.3720 -0.8624 0.1075
H 1.5927 -1.4529 0.8780 0.1106
H 0.2871 -1.8065 -0.2698 0.0854
H -4.6030 -0.9289 0.4340 0.1621

---

14
Properties=species:S:1:pos:R:3:lowdin_charge:R:1 method="wB97M-V/def2-TZVPD" total_charge=0 e_homo_ev=-9.3
O 2.3655 -2.0562 -0.5832 -0.0351
C 1.7262 -1.0391 -0.0900 -0.1155
N 0.4550 -0.8451 -0.7731 -0.1273
O 0.1831 -2.0771 -1.3865 -0.0586
C -0.5706 -0.0067 -0.9736 -0.0667
C -1.0430 1.2367 -0.4843 0.0180
C -0.8678 1.6618 0.9315 -0.4136
O -1.6669 2.4065 1.5194 0.0350
O -0.1785 0.7823 1.9371 -0.0805
H 1.8256 -0.1942 0.8189 0.1917
H 0.7336 -2.7737 -0.7100 0.1996
H -0.8957 -0.2052 -1.9185 0.0949
H -2.0125 1.6720 -1.0855 0.1735
H -0.0540 1.4379 2.7977 0.1847

---

Going through the records in order, we get ΔE to the lowest compared entry with this formula, charge and spin values of 20.8 4.9 9.3 0.0 92.4 139.3 kcal per mole.